(1)
The following is a quantum chemistry calculation of a 2-piece molecular cluster, C6H8 overall, from OMol25.

Properties
E_LUMO (spin up / spin down)	1.27 / -1.50	eV
gap between HOMO and LUMO (spin up / spin down)	8.59 / 7.86	eV
expectation value of S²	2.0180
E_HOMO (spin up / spin down)	-7.3 / -9.4	eV
total charge	0
spin multiplicity	3

The geometry in XYZ format:
```
14
Properties=species:S:1:pos:R:3:forces:R:3:mulliken_charge:R:1
C -3.1443 0.6427 -0.5497 2.6999 0.5403 1.0356 -0.212
C -2.1035 0.5398 0.2552 -2.5342 0.2183 -0.6942 -0.166
C 0.5449 0.9831 0.5706 -0.0299 0.4368 -0.7909 -0.497
C 1.0929 -0.0195 -0.0548 -0.1360 -2.0292 0.1991 0.279
C -2.8470 -0.7536 0.1068 -1.0757 0.4452 0.4817 -0.421
C 2.6217 -0.1780 -0.1543 1.0905 0.3198 -0.0923 -0.990
H -3.7502 1.3677 -1.0742 -0.3778 -0.7233 -0.1431 0.352
H 0.7036 2.0306 0.8192 0.1664 -0.5489 0.2729 0.314
H 0.4243 -0.9569 -0.4303 1.5729 2.2298 0.8578 0.108
H -3.7222 -1.0591 0.7181 0.7756 -0.0720 -0.1445 0.223
H -2.2527 -1.5496 -0.2982 -0.1091 -0.4538 -0.5253 0.198
H 3.2291 0.5562 0.4966 -1.2543 -1.1320 -0.8749 0.281
H 2.9521 -0.0005 -1.1898 -0.1909 0.1503 0.1426 0.256
H 3.0068 -1.2074 0.0322 -0.5973 0.6187 0.2755 0.276
```
Positions in Å, forces in eV/Å.

***

(2)
The following is a quantum chemistry calculation of C6H8AgMgO6 as an isolated structure, from OMol25.

Properties
E_LUMO	-4.55	eV
gap between HOMO and LUMO	7.58	eV
E_HOMO	-12.1	eV
total charge	+1
spin multiplicity	1

The geometry in XYZ format:
```
22
Properties=species:S:1:pos:R:3:forces:R:3:mulliken_charge:R:1
Mg -1.2498 0.1517 2.1481 0.6009 -0.0755 -0.8085 0.846
O 0.6869 -0.1732 2.6289 -0.4656 0.0952 0.1710 -0.705
O 1.3722 -0.9493 0.6490 0.1516 1.1545 0.9247 -0.248
C -2.6412 0.0728 -0.4644 -0.2655 0.3708 -0.0354 -0.337
C -2.5462 -0.7923 0.7748 -0.3009 -0.1961 0.1714 -1.163
O 2.2878 0.9843 1.5434 0.3937 -0.5708 0.1399 -0.709
C 1.5123 0.0698 1.7411 -0.3404 -0.1814 -0.7308 1.142
H -3.1400 -0.4036 -1.3194 0.1383 0.0882 0.3078 0.292
H -3.1459 1.0282 -0.2647 0.0972 -0.2439 -0.0386 0.309
H -2.2525 -1.8169 0.4923 -0.0465 0.3018 0.1922 0.262
H -3.5711 -0.8629 1.1770 0.2712 -0.0513 -0.1394 0.482
Ag 1.6143 3.0015 0.7203 -0.3820 -0.4224 -0.3115 0.742
O -0.6449 1.5801 0.7309 -0.5745 0.4429 0.8585 -0.776
O -1.3368 0.4145 -1.0638 -0.0794 -0.2641 -0.5409 -0.326
C 2.1832 -0.9611 -0.3912 -0.1178 0.4003 -3.1371 0.025
C 1.6675 -0.4486 -1.6826 1.2449 -5.4961 1.5123 -0.825
O 0.6875 1.2926 -0.9955 -0.2447 0.7579 -0.1217 -0.681
C -0.4622 1.1398 -0.4404 1.6041 -0.6185 0.0488 1.076
H 3.0752 -1.5855 -0.2762 0.2634 0.4942 -0.4450 0.520
H 2.2579 -0.7917 -2.5422 0.7236 0.3140 0.1383 0.421
H 0.7142 -0.9096 -1.9605 -1.2421 2.2464 0.3549 0.397
H 2.9316 -0.0406 -1.2047 -1.4297 1.4539 1.4890 0.257
```
Positions in Å, forces in eV/Å.

***

(3)
The following is a quantum chemistry calculation of C6H8BrIN as an isolated structure, from OMol25.

Properties
E_LUMO	-4.39	eV
gap between HOMO and LUMO	8.59	eV
E_HOMO	-13.0	eV
total charge	+1
spin multiplicity	1

The geometry in XYZ format:
```
17
Properties=species:S:1:pos:R:3:forces:R:3:mulliken_charge:R:1
C 1.1424 1.4503 -0.5344 -2.0790 0.0470 -0.8364 -0.470
C 0.4899 2.0415 0.6302 -0.9558 -1.0119 1.6110 -0.330
C 0.9123 0.1982 -0.9810 0.7948 0.9557 1.5379 -0.457
C -0.4575 1.2756 1.2786 1.0152 2.1773 0.3959 -0.286
C 0.3329 -0.7643 0.0021 -1.2653 1.2476 -1.9449 -0.282
C -0.8132 -0.0090 0.7309 -0.4196 -2.5663 -0.6843 -0.140
N -0.2199 -2.0245 -0.7504 -0.6061 1.1275 1.7971 -0.133
Br -2.2990 0.3303 -0.6825 0.5611 -0.2465 0.5586 -0.013
I -1.6262 -1.4307 2.1737 0.1285 0.4455 -0.1466 0.279
H 1.3783 2.1911 -1.2474 1.4506 0.5304 -0.7381 0.432
H 0.7516 3.0905 0.9220 -0.3843 -1.2532 -0.1549 0.397
H 1.4763 -0.1918 -1.7868 0.1484 -0.1703 -1.1762 0.324
H -1.0849 1.5805 2.1411 0.6640 0.2432 -0.7713 0.351
H 1.2026 -1.0169 0.5985 -0.4272 -0.8020 0.8032 0.251
H 0.4920 -2.2881 -1.4921 -1.2752 -0.4691 1.4079 0.383
H -1.2086 -1.8542 -1.1379 1.7246 0.3572 0.0748 0.355
H -0.4687 -2.5786 0.1356 0.9253 -0.6121 -1.7336 0.340
```
Positions in Å, forces in eV/Å.

***

(4)
The following is a quantum chemistry calculation of C6H8Cl2MnN2O3RuS as an isolated structure, from OMol25.

Properties
E_LUMO (spin up / spin down)	-15.77 / -19.57	eV
gap between HOMO and LUMO (spin up / spin down)	7.58 / 4.16	eV
expectation value of S²	24.8246
E_HOMO (spin up / spin down)	-23.4 / -23.7	eV
total charge	+4
spin multiplicity	10

The geometry in XYZ format:
```
24
Properties=species:S:1:pos:R:3:forces:R:3:mulliken_charge:R:1
Ru -4.9136 -0.4545 -0.6344 7.1396 0.3570 0.6314 0.656
Mn -1.7548 -0.2968 -0.2154 -0.4293 -0.0865 1.4588 0.305
Cl -3.1241 -2.0608 -0.5899 -1.8185 -0.6321 -0.1999 -0.127
Cl -3.3386 1.3855 -0.3551 -1.6717 -0.0865 0.0296 -0.141
C -0.8674 0.2816 -1.8614 5.9041 4.0725 -4.8451 0.700
C -6.1226 -1.8294 -0.5163 -6.2682 -9.3881 0.3471 0.453
C -6.1378 0.8736 -0.9054 -7.0999 8.9625 -1.9270 0.495
O -0.0165 0.9031 -2.3606 -4.2329 -3.1029 2.1393 -0.068
O -6.7214 -2.8346 -0.4837 3.0831 5.7143 -0.1115 0.043
O -6.7922 1.8250 -1.1031 3.5187 -5.4072 1.1138 0.030
C 3.8866 -0.9084 1.2962 -0.1804 -0.2018 0.1764 -0.803
N 2.6486 -1.1032 0.5225 1.0458 -0.3203 2.3575 0.007
C 1.6406 -0.2000 0.6634 -2.3652 1.3647 -1.5609 0.500
S 0.0237 -0.7803 1.0054 2.2961 -0.5599 1.3184 -0.206
N 1.8720 1.0853 0.3971 0.8123 -1.5609 0.7663 0.046
C 3.1733 1.6402 0.0159 -0.0865 0.8946 -0.6067 -0.908
H 3.7904 -0.1291 2.0728 -0.1941 -0.1748 -0.4391 0.389
H 4.6823 -0.6002 0.6147 0.4843 -0.1316 -0.2371 0.402
H 4.1660 -1.8623 1.7596 0.0392 -0.0232 -0.2987 0.351
H 2.3725 -2.0873 0.4095 -0.0192 0.1070 -0.4274 0.405
H 1.0606 1.6949 0.5221 0.3738 0.1403 0.0093 0.298
H 2.9425 2.5846 -0.4811 0.2600 -0.0562 -0.0802 0.347
H 3.7886 1.8896 0.8874 -0.1928 -0.0462 0.1812 0.395
H 3.7416 0.9834 -0.6602 -0.3983 0.1654 0.2044 0.431
```
Positions in Å, forces in eV/Å.

***

(5)
The following is a quantum chemistry calculation of one molecule with the formula C6H8Cl3NO4, from OMol25.

Properties
structure (SMILES)	CC(=O)O[C@@H]([C@@H](C)[N+](=O)[O-])C(Cl)(Cl)Cl
E_LUMO	0.38	eV
gap between HOMO and LUMO	11.34	eV
E_HOMO	-11.0	eV
total charge	0
spin multiplicity	1

The geometry in XYZ format:
```
22
Properties=species:S:1:pos:R:3:forces:R:3:mulliken_charge:R:1
C 0.1983 1.4833 0.5912 -1.9284 -1.1756 -1.4091 0.787
C 0.8711 1.7950 1.9148 -2.8673 -0.4575 -1.6370 -1.118
C 0.1950 -1.2639 -1.2740 -0.8605 -2.6058 0.4034 -1.353
C -1.2398 -1.3992 -0.6377 -0.4337 1.8952 -3.9838 0.264
C -1.5654 0.0438 -0.3970 0.1243 3.3980 -0.5688 -1.085
C -3.0737 0.3961 -0.0569 1.2502 0.3779 -0.2602 0.743
N -1.3598 -2.1962 0.6194 1.3700 0.6732 -2.8927 1.062
O -2.2400 -2.9824 0.6542 -1.8159 -1.6412 0.6901 -0.580
O 0.3551 1.9823 -0.4889 0.7270 0.3703 0.5870 -0.527
O -0.4796 -2.0153 1.3967 1.0410 -0.2057 1.8985 -0.581
O -0.7901 0.4876 0.7075 0.5519 0.6263 1.0338 -0.177
Cl -4.0512 -0.0397 -1.4292 -0.5193 -0.5274 -0.4986 -0.133
Cl -3.6396 -0.3726 1.4235 -0.0331 0.1735 -0.0478 -0.116
Cl -3.1775 2.1646 0.0826 0.0597 0.1558 0.3270 -0.157
H 0.2946 2.7185 2.1918 0.8792 -1.0892 0.8081 0.292
H 1.8262 1.9693 1.6002 2.7050 1.2614 -0.3923 0.407
H 0.9218 0.8606 2.4612 -0.7287 0.4101 0.9080 0.290
H 0.8109 -1.0519 -0.4254 0.8920 0.5130 0.0192 0.366
H 0.2673 -0.5752 -2.1394 -0.2808 -0.3069 0.8928 0.356
H 0.4395 -2.2898 -1.6087 0.2997 0.5311 -0.0417 0.386
H -1.9487 -1.6925 -1.4984 0.8267 -0.3852 1.9239 0.435
H -1.2237 0.7511 -1.3470 -1.2589 -1.9913 2.2401 0.438
```
Positions in Å, forces in eV/Å.

***

(6)
The following is a quantum chemistry calculation of one molecule with the formula C6H8ClIN2, from OMol25.

Properties
structure (SMILES)	CC[C@@]1(I)C=NCN=C1Cl
E_LUMO	-0.32	eV
gap between HOMO and LUMO	9.13	eV
E_HOMO	-9.4	eV
total charge	0
spin multiplicity	1

The geometry in XYZ format:
```
18
Properties=species:S:1:pos:R:3:forces:R:3:mulliken_charge:R:1
C -0.8471 -0.7176 1.4788 -0.2369 3.1638 -0.9134 -0.211
C -1.2512 1.5076 0.4526 1.8518 -0.5926 1.8625 0.596
C 0.4636 1.1795 2.0526 -1.6338 -0.2234 2.5781 -0.396
C -1.4437 0.0332 0.2639 0.3635 -1.4594 -1.4229 -0.248
C 0.8147 -0.3112 -0.9142 2.4159 -1.8781 1.3930 -1.107
C -0.6336 -0.6257 -1.0280 -1.1171 -0.3813 2.6590 -0.536
N 0.0021 -0.2190 2.2570 1.1430 0.4235 -0.1516 -0.530
N -0.3821 2.0003 1.2382 0.5160 -0.3666 -0.7372 -0.479
Cl -2.1705 2.6732 -0.2881 -1.5515 0.9974 -1.5561 -0.147
I -3.6183 -0.4767 -0.1811 1.3264 0.1651 0.6225 0.115
H -1.1253 -1.7000 1.5838 -0.8160 -2.3492 0.3661 0.534
H 0.3183 1.6463 3.0998 0.5798 -0.6517 -1.3805 0.319
H 1.5534 1.2386 1.8563 -0.7734 -0.1475 -0.3294 0.312
H 0.9005 0.6882 -1.1272 0.6486 2.7179 -0.2738 0.378
H 1.4735 -0.8042 -1.6746 -0.8040 0.0313 0.5982 0.376
H 1.3271 -0.5024 0.1428 -1.3305 0.1974 -2.2747 0.189
H -0.7652 -1.7197 -0.8765 -0.4534 0.6774 -0.6184 0.388
H -1.0812 -0.2055 -1.9141 -0.1283 -0.3242 -0.4214 0.448
```
Positions in Å, forces in eV/Å.

***

(7)
The following is a quantum chemistry calculation of one molecule with the formula C6H8ClN, from OMol25.

Properties
structure (SMILES)	N[C@H]1[C@H]2CC=C(Cl)[C@@H]12
E_LUMO	0.98	eV
gap between HOMO and LUMO	9.83	eV
E_HOMO	-8.8	eV
total charge	0
spin multiplicity	1

The geometry in XYZ format:
```
16
Properties=species:S:1:pos:R:3:forces:R:3:mulliken_charge:R:1
C -1.1094 0.7865 -0.2312 -0.9234 0.6627 0.2987 -0.326
C -0.5708 0.1014 1.0016 -0.3032 -0.3079 0.2750 -0.318
C 0.1730 -1.2227 0.8046 0.0413 0.4705 0.0685 -0.651
C 1.3812 -0.8397 -0.0093 0.3090 0.0691 -0.2565 -0.457
C 1.4186 0.4695 -0.2437 -0.6175 0.0001 0.3240 -0.060
C 0.2249 1.1872 0.3164 0.5340 0.3761 -0.0202 -0.075
H -1.9246 -0.6154 -1.4440 0.2596 0.4807 -0.0756 0.265
H -0.4063 -0.2060 -1.8551 0.1347 0.0534 -0.0385 0.313
H -1.9208 1.5205 -0.0240 0.7430 -0.5521 -0.0683 0.364
H -1.0826 0.2781 1.9482 0.2115 -0.0087 -0.2597 0.382
H 0.4659 -1.6552 1.7635 -0.0468 -0.0759 -0.0358 0.363
H -0.4501 -1.9457 0.2780 -0.0435 -0.1880 -0.0218 0.266
H 2.1181 -1.5396 -0.3886 -0.1135 0.0183 0.0867 0.375
H 0.3327 2.1868 0.7275 0.1322 -0.1807 -0.0835 0.425
N -1.2764 0.1791 -1.5104 -0.3234 -0.8064 -0.1840 -0.668
Cl 2.6266 1.3153 -1.1334 0.0060 -0.0111 -0.0090 -0.200
```
Positions in Å, forces in eV/Å.

***

(8)
The following is a quantum chemistry calculation of a 2-piece molecular cluster, C6H8ClN2O overall, from OMol25.

Properties
E_LUMO	-4.42	eV
gap between HOMO and LUMO	8.13	eV
E_HOMO	-12.6	eV
total charge	+1
spin multiplicity	1

The geometry in XYZ format:
```
18
Properties=species:S:1:pos:R:3:forces:R:3:mulliken_charge:R:1
C 0.9676 -1.8489 0.7286 -1.1543 -0.4312 -0.0213 -0.041
C 1.1137 -2.2004 -0.6782 0.5661 0.2114 3.0759 -0.391
C -0.2818 -1.4224 1.1747 2.3847 -0.4004 -1.8286 -0.584
C 0.0027 -2.1489 -1.4147 2.8798 1.1930 -2.8295 -0.242
C -0.7962 1.2217 -0.2040 -0.9662 -2.7965 -1.3908 0.240
C -1.2301 -0.9815 0.1737 -0.2900 0.8448 -0.4401 0.474
N -0.5935 2.0286 0.7817 0.4635 0.9693 -0.0623 -0.306
N -0.9534 1.6474 -1.4404 0.5441 0.8876 0.4070 -0.362
O -1.1030 -1.4819 -1.1183 -0.9364 0.3963 2.2465 -0.260
Cl -2.9171 -0.6707 0.5235 0.7891 -0.4477 0.0877 -0.076
H 1.7780 -2.0373 1.4862 -0.9416 0.1668 -1.0206 0.362
H 2.1010 -2.5503 -0.9643 -0.5461 -0.1487 -0.6517 0.413
H -0.2703 -1.4216 2.2273 -1.4082 0.7554 1.0889 0.482
H 0.2362 -2.2176 -2.4880 -1.3087 -0.6394 0.2449 0.355
H -0.3171 1.5986 1.6092 0.3376 -0.6581 1.7884 0.236
H -0.4063 3.0238 0.7640 -0.1700 0.1540 -0.4052 0.214
H -1.2673 1.0138 -2.2030 0.6310 1.1152 0.8579 0.255
H -0.6385 2.6405 -1.5339 -0.8744 -1.1717 -1.1472 0.233
```
Positions in Å, forces in eV/Å.

***

(9)
The following is a quantum chemistry calculation of one molecule with the formula C6H8ClN2P, from OMol25.

Properties
structure (SMILES)	CCc1ncnc(Cl)c1P
E_LUMO	0.19	eV
gap between HOMO and LUMO	9.41	eV
E_HOMO	-9.2	eV
total charge	0
spin multiplicity	1

The geometry in XYZ format:
```
18
Properties=species:S:1:pos:R:3:forces:R:3:mulliken_charge:R:1
C -1.0517 -1.9035 -1.4366 -0.4663 1.9488 2.7738 -0.186
C -0.8843 0.2175 0.2680 -3.0834 -0.5517 -1.8414 0.147
C 0.2210 -0.5260 -0.0849 -0.3745 -0.6490 1.1623 0.527
C -2.2036 -0.3422 -0.2869 5.4449 0.4413 0.2896 0.503
C 2.3043 0.7534 -0.2213 0.5619 -3.8931 0.0018 -0.936
C 1.5758 -0.3577 0.5906 -2.4097 3.5644 -1.0977 -1.074
N 0.0752 -1.5761 -0.8902 1.7846 -0.8498 -0.9179 -0.539
N -2.2258 -1.3543 -1.1076 -1.1394 0.4394 -0.0130 -0.558
P -0.7095 1.8174 1.1104 0.8301 -0.0585 0.8410 -0.096
Cl -3.5702 0.3977 0.2122 -2.3959 0.8602 0.5508 -0.154
H -1.1247 -2.7838 -1.9443 0.1034 -2.0782 -1.9507 0.449
H 2.5082 0.1958 -1.1873 0.5770 1.3586 0.9414 0.313
H 3.0831 1.1645 0.3901 0.8319 0.1993 -0.4244 0.303
H 1.5364 1.4034 -0.3444 -1.6117 2.7055 -0.8533 0.334
H 1.3627 -0.0248 1.5911 0.3072 -0.0689 0.5873 0.397
H 2.0688 -1.2286 0.5267 1.7217 -3.2029 0.1695 0.451
H -1.3388 1.4518 2.3415 -0.3281 0.4752 -0.4813 0.063
H -1.6270 2.6954 0.4731 -0.3540 -0.6406 0.2622 0.057
```
Positions in Å, forces in eV/Å.

***

(10)
The following is a quantum chemistry calculation of one molecule with the formula C6H8ClN2P, from OMol25.

Properties
structure (SMILES)	CCc1ncnc(Cl)c1P
E_LUMO	0.04	eV
gap between HOMO and LUMO	8.69	eV
E_HOMO	-8.7	eV
total charge	0
spin multiplicity	1

The geometry in XYZ format:
```
18
Properties=species:S:1:pos:R:3:forces:R:3:mulliken_charge:R:1
C -0.7439 0.5515 -2.2015 2.3622 -0.7715 -1.9729 -0.131
C -0.8700 0.7610 0.5233 -1.3751 1.2465 -4.7160 -0.238
C 0.1081 -0.0191 -0.1174 -2.0071 1.2347 1.9152 0.708
C -1.9813 1.5577 -0.6558 5.7031 -3.9388 4.4662 0.549
C 1.8937 -1.8528 -0.1829 0.7396 1.5895 -1.4023 -1.226
C 1.2048 -0.7422 0.6178 -0.4849 -0.2172 3.0270 -0.328
N 0.1525 -0.0465 -1.4439 -0.9639 0.3413 -2.3921 -0.391
N -1.8115 1.2964 -1.8743 -1.0450 0.9298 -0.7519 -0.537
P -0.9899 1.3920 2.1826 1.0086 2.8168 -1.1176 -0.025
Cl -2.8357 2.6965 0.1435 -1.9910 1.4868 0.0367 -0.158
H -0.4771 0.5797 -3.3305 -0.7602 -0.3651 1.9984 0.317
H 2.0134 -1.4842 -1.2558 -0.1945 -0.5446 1.3709 0.311
H 1.2647 -2.7035 -0.2067 -0.5680 -0.9899 -0.1025 0.317
H 2.9016 -2.1507 0.1383 -0.4488 0.2600 0.3594 0.346
H 1.8859 0.0762 0.9455 0.0126 -0.6680 -0.2258 0.316
H 0.7332 -1.1278 1.6867 1.2346 0.6834 -2.7214 0.210
H -0.2943 0.4001 2.6860 1.4237 -2.0232 1.3627 -0.067
H -2.1543 0.8158 2.3451 -2.6459 -1.0706 0.8661 0.028
```
Positions in Å, forces in eV/Å.

***

We obtain calculated total energy values of -6342.3734 -28070.5319 -85976.1971 -85205.3577 -53595.2509 -29953.2437 -20363.0863 -23892.1465 -31141.3691 -31139.9337 eV for the records listed above, in that order.
We obtain energy relative to the best compared isomer or geometry (same formula, charge and spin) values of 4.599 1.355 1.038 0.632 0.306 0.000 0.502 2.690 1.989 3.424 eV for the records listed above, in that order.